1.
This record from the OMol25 dataset describes a 2-piece molecular cluster, C3H8O2Se overall. The level of theory is ωB97M-V with the def2-TZVPD basis set.

Summary:
- energy relative to the best compared isomer or geometry (same formula, charge and spin) (kcal per mole) = 66.2
- HOMO (alpha / beta) (eV) = -7.3 / -7.4
- orbital gap (alpha / beta) (eV) = 7.62 / 7.82

The geometry in XYZ format:
```
14
C3H8O2Se (ωB97M-V with the def2-TZVPD basis set)
C -1.363 -0.454 -0.401
C 1.155 1.024 0.655
C -0.423 -0.984 0.582
O -2.160 0.727 -0.078
O 0.442 -1.911 0.182
Se 2.693 0.213 -0.159
H -0.729 -0.130 -1.258
H -2.116 -1.169 -0.580
H 0.638 1.621 -0.020
H 1.336 1.455 1.653
H -0.467 -1.057 1.645
H -1.618 1.249 0.444
H 0.287 -2.239 -0.781
H 1.722 -0.324 -1.183
```

Atomic partial charges in e from the Löwdin method, atoms 1 to 4: C -0.2288; C -0.4900; C -0.2246; O -0.0343

***

2.
This record from the OMol25 dataset describes a 3-piece molecular cluster, C3H8O3 overall. The level of theory is ωB97M-V with the def2-TZVPD basis set.

Summary:
- energy relative to the best compared isomer or geometry (same formula, charge and spin) (kcal per mole) = 38.7
- HOMO (alpha / beta) (eV) = -3.3 / -3.3
- total charge = -1
- orbital gap (alpha / beta) (eV) = 7.07 / 5.40
- 2S+1 = 2

The geometry in XYZ format:
```
14
C3H8O3 (ωB97M-V with the def2-TZVPD basis set)
O -2.044 -0.045 1.061
C -2.315 -0.889 0.215
C -1.510 -1.121 -0.954
C -0.374 -0.165 -1.291
O 0.785 -0.730 -0.821
H -3.225 -1.457 0.465
H -1.316 -2.178 -1.143
H 2.149 1.814 3.354
H -0.412 0.105 -2.352
H -0.686 0.722 -0.732
H 1.412 -0.044 -0.408
H 3.334 0.970 -0.399
H 1.654 2.045 2.851
O 2.549 0.973 0.152
```

Atomic partial charges in e from the Löwdin method, atoms 1 to 4: O 0.0085; C -0.3174; C 0.0134; C -0.3371

***

3.
This record from the OMol25 dataset describes C3H8O3 as an isolated structure. The level of theory is ωB97M-V with the def2-TZVPD basis set.

Summary:
- energy relative to the best compared isomer or geometry (same formula, charge and spin) (kcal per mole) = 89.2
- HOMO (eV) = -9.3
- orbital gap (eV) = 9.20

The geometry in XYZ format:
```
14
C3H8O3 (ωB97M-V with the def2-TZVPD basis set)
C -1.208 -0.226 0.531
C -0.131 0.874 0.280
C 1.318 0.202 0.190
H -0.378 -1.613 -0.377
H -0.918 -0.668 1.522
H -2.260 0.314 0.645
H -0.147 1.905 0.866
H -0.828 0.241 -1.347
H 2.024 0.908 -0.278
H 1.665 0.157 1.251
H 1.576 -1.033 -1.511
O -1.352 -1.177 -0.419
O -0.540 1.202 -1.029
O 1.181 -1.086 -0.325
```

Atomic partial charges in e from the Löwdin method, atoms 1 to 4: C -0.3162; C -0.3333; C -0.2525; H 0.1364

***

4.
This record from the OMol25 dataset describes a 2-piece molecular cluster, C3H8O3 overall. The level of theory is ωB97M-V with the def2-TZVPD basis set.

Summary:
- energy relative to the best compared isomer or geometry (same formula, charge and spin) (kcal per mole) = 19.1
- SMILES = COC(C)=O.O
- HOMO (eV) = -10.7
- orbital gap (eV) = 11.35

The geometry in XYZ format:
```
14
C3H8O3 (ωB97M-V with the def2-TZVPD basis set)
O 2.768 0.443 -0.558
O 0.709 -0.610 -1.045
C 2.089 -0.354 -1.211
C 0.000 0.000 0.000
C 2.739 -1.204 -2.248
H -0.080 1.096 -0.089
H 0.517 -0.239 0.945
H -1.017 -0.426 0.038
H 3.249 -2.090 -1.835
H 3.481 -0.591 -2.788
H 1.973 -1.541 -2.965
O 1.953 -0.665 3.078
H 2.317 -0.678 2.164
H 1.387 -1.468 3.130
```

Atomic partial charges in e from the Löwdin method, atoms 1 to 4: O 0.0770; O -0.0786; C -0.4674; C -0.0801